# 1
DFT (wB97M-V/def2-TZVPD) results for H3NS2 in the gas phase.

Positions of all 6 atoms, in Å:
N -0.276 0.145 0.355
S -1.066 0.190 -1.210
S 1.000 -0.942 0.695
H 0.100 1.131 0.400
H -0.008 0.712 -1.998
H 0.250 -1.236 1.758

Calculated values
ΔE to the lowest compared entry with this formula, charge and spin: 120.5 kJ/mol
HOMO level: -9.41 eV
charge: 0
SMILES: SNS
frontier orbital gap: 9.81 eV
electronic energy: -852.86858 hartree

---

# 2
DFT (wB97M-V/def2-TZVPD) results for 2 unconnected molecules or ions with the total composition C4H9O5S.

Positions of all 19 atoms, in Å:
C -1.455 0.429 -0.281
C 0.502 -0.916 -0.969
C 1.558 1.483 1.023
C -0.327 -0.408 0.197
O -0.463 -2.762 0.876
O 0.591 -1.165 2.584
O -2.481 -0.278 -1.001
O -0.269 -1.989 -1.569
O 2.483 1.058 1.684
S -0.686 -1.405 1.502
H -2.083 0.843 0.535
H -1.170 1.276 -0.862
H 0.804 -0.199 -1.756
H 1.353 -1.410 -0.572
H 1.557 1.343 -0.073
H 0.561 1.856 1.461
H -1.902 -0.934 -1.494
H -0.634 -2.495 -0.774
H 1.348 -0.486 2.314

Calculated values
ΔE to the lowest compared entry with this formula, charge and spin: 280.7 kJ/mol
HOMO level: -3.36 eV
charge: -1
frontier orbital gap: 6.89 eV
electronic energy: -932.13660 hartree

---

# 3
DFT (wB97M-V/def2-TZVPD) results for 3 unconnected molecules or ions with the total composition C30H55O7P.

Positions of all 93 atoms, in Å:
C -6.753 -2.049 1.421
C -6.016 -0.964 2.301
C -4.551 -0.902 1.828
C -3.752 0.332 2.354
C -2.851 1.022 1.307
C -1.696 0.161 0.745
C -2.117 -0.922 -0.266
C -0.977 -1.411 -1.176
C -1.421 -2.419 -2.252
C -2.605 -1.952 -3.080
C -2.586 -0.862 -3.843
P -1.187 0.299 -4.020
O -1.327 1.099 -5.229
O -1.248 1.352 -2.769
O 0.213 -0.500 -4.037
C -3.856 -0.549 -4.637
O -3.886 -0.088 -5.717
C -5.152 -0.864 -3.888
C -6.316 0.092 -4.033
C -5.854 1.449 -3.368
C -6.475 1.690 -1.994
O -6.889 2.753 -1.740
O -6.534 0.695 -1.033
C -5.166 -1.957 -3.157
C -3.897 -2.779 -3.083
O -3.887 -3.953 -3.017
H -6.010 -2.499 0.740
H -7.501 -1.594 0.756
H -7.156 -2.878 2.013
H -6.101 -1.278 3.351
H -6.572 -0.031 2.147
H -4.025 -1.814 2.143
H -4.583 -0.812 0.732
H -4.491 1.060 2.731
H -3.146 0.037 3.226
H -2.392 1.887 1.818
H -3.484 1.461 0.515
H -0.994 0.864 0.260
H -1.139 -0.244 1.608
H -2.440 -1.796 0.331
H -3.013 -0.593 -0.815
H -0.260 -1.945 -0.527
H -0.435 -0.535 -1.554
H -1.754 -3.324 -1.716
H -0.587 -2.742 -2.889
H -1.728 2.124 -3.113
H 0.868 -0.059 -3.471
H -6.527 0.320 -5.083
H -7.191 -0.289 -3.496
H -4.760 1.435 -3.208
H -6.047 2.315 -4.007
H -7.405 0.274 -1.092
H -6.064 -2.260 -2.615
C 2.084 0.604 -0.130
C 1.909 2.074 0.235
C 2.718 3.018 -0.654
C 4.234 2.829 -0.581
C 4.838 2.976 0.814
C 4.646 4.365 1.414
H 3.117 0.275 -0.001
H 1.457 -0.022 0.508
H 1.791 0.424 -1.169
H 2.167 2.223 1.287
H 0.850 2.333 0.140
H 2.465 4.049 -0.394
H 2.402 2.885 -1.694
H 4.705 3.558 -1.250
H 4.501 1.845 -0.978
H 5.910 2.770 0.750
H 4.421 2.224 1.492
H 5.091 5.129 0.773
H 5.125 4.426 2.393
H 3.590 4.604 1.549
C 7.951 -3.408 2.299
C 7.101 -2.880 3.449
C 5.808 -2.208 2.987
C 6.001 -0.967 2.113
C 6.825 0.152 2.749
C 6.189 0.727 4.010
H 8.287 -2.605 1.641
H 8.841 -3.910 2.683
H 7.391 -4.131 1.701
H 7.693 -2.190 4.057
H 6.840 -3.717 4.103
H 5.213 -1.947 3.866
H 5.211 -2.935 2.427
H 5.012 -0.573 1.851
H 6.469 -1.254 1.167
H 6.937 0.958 2.018
H 7.836 -0.198 2.976
H 5.192 1.120 3.796
H 6.798 1.544 4.401
H 6.100 -0.024 4.797

Calculated values
HOMO level: -9.76 eV
charge: 0
SMILES: CCCCCCCCCC1=C(P(=O)(O)O)C(=O)C(CCC(=O)O)=CC1=O.CCCCCC.CCCCCC
frontier orbital gap: 8.82 eV
electronic energy: -2044.17662 hartree

---

# 4
DFT (wB97M-V/def2-TZVPD) results for a molecular structure, C42H64N3O20.

Positions of all 129 atoms, in Å:
C 0.205 -1.822 -1.033
C -0.455 -0.669 -0.309
O -1.232 0.034 -0.884
N -0.054 -0.652 1.188
H -0.830 -0.542 1.722
H 0.443 -1.336 1.623
C 0.728 0.587 1.488
H 1.374 -1.927 -0.914
H 0.277 -1.490 -2.068
H -0.243 -2.822 -1.196
H 0.763 0.754 2.547
H 0.299 1.333 0.972
H 1.669 0.367 1.213
N -2.281 -1.757 3.284
O -3.072 -2.481 3.787
O -1.009 -1.834 3.591
O -2.522 -1.602 2.041
N 2.518 -3.652 2.254
O 2.580 -4.409 3.223
O 1.803 -2.676 2.173
O 3.054 -4.055 1.239
C -1.353 4.723 5.388
C -1.375 3.170 5.683
C 0.001 2.525 5.514
O -1.790 3.025 6.949
H -2.312 5.098 5.496
H -0.923 4.846 4.378
H -0.555 5.319 6.007
H -2.119 2.684 5.282
H 0.732 2.984 5.847
H 0.137 2.295 4.648
H -0.202 1.483 5.907
H -1.560 3.922 7.286
C 1.183 -6.118 -1.264
C 1.016 -6.015 -2.856
C -0.502 -5.909 -3.062
O 1.520 -4.815 -3.350
H 2.256 -5.675 -0.978
H 0.959 -7.079 -0.909
H 0.659 -5.509 -0.742
H 1.423 -6.944 -3.257
H -0.963 -5.692 -4.116
H -0.822 -4.961 -2.577
H -1.099 -6.891 -2.796
H 1.640 -5.083 -4.157
C -2.069 3.087 -4.421
C -2.958 1.889 -4.997
C -2.101 1.387 -6.078
O -3.172 0.878 -4.034
H -2.724 3.470 -3.682
H -1.951 3.956 -5.078
H -1.130 2.745 -4.103
H -3.959 2.237 -5.285
H -2.635 0.569 -6.558
H -1.039 1.026 -6.102
H -1.971 2.238 -6.897
H -2.535 0.791 -3.387
C 4.196 -1.892 -1.929
C 4.213 -0.906 -0.825
C 4.091 0.578 -1.192
O 3.374 -1.208 0.216
H 4.009 -2.866 -1.644
H 4.933 -1.730 -2.578
H 3.142 -1.928 -2.724
H 5.170 -0.841 -0.401
H 4.131 1.373 -0.157
H 3.085 1.037 -1.523
H 4.814 0.979 -1.749
H 3.458 -2.121 0.445
C -5.364 -3.277 -0.557
C -3.957 -3.617 -0.256
C -3.385 -4.878 -0.998
O -3.055 -2.627 -0.364
H -5.501 -2.749 -1.566
H -5.923 -2.623 0.098
H -5.917 -4.317 -0.624
H -4.074 -3.968 0.740
H -3.896 -5.861 -1.002
H -2.502 -5.329 -0.606
H -3.233 -4.555 -2.040
H -3.060 -2.285 0.541
C 5.893 2.533 3.095
C 4.423 2.325 2.576
C 3.338 3.055 3.351
O 2.180 3.113 3.009
C 3.782 3.663 4.615
C 5.154 3.752 4.993
C 6.187 3.376 4.224
O 7.415 3.676 4.602
H 6.760 2.005 2.675
H 4.022 1.632 1.856
H 2.682 3.749 5.361
H 5.294 4.254 6.139
C -3.831 2.021 3.454
C -4.915 3.119 3.319
C -4.309 4.664 3.491
O -5.009 5.630 3.480
C -2.849 4.835 3.559
C -1.924 3.647 3.568
C -2.360 2.259 3.553
O -1.674 1.269 3.651
H -4.453 1.216 3.765
H -6.043 2.829 3.256
H -2.441 5.826 3.707
H -0.787 3.671 3.587
C 1.898 3.778 -1.527
C 2.426 5.246 -1.347
C 3.510 5.605 -0.343
O 3.948 6.775 -0.213
C 4.101 4.490 0.304
C 3.520 3.151 0.252
C 2.587 2.742 -0.709
O 2.257 1.569 -0.694
H 1.024 3.641 -2.222
H 1.842 5.973 -1.849
H 5.048 4.525 1.118
H 4.135 2.357 0.756
C -1.476 -3.758 -6.661
C -0.686 -2.647 -6.052
C -1.243 -1.982 -4.710
O -0.834 -0.937 -4.160
C -2.433 -2.593 -4.236
C -3.123 -3.548 -4.971
C -2.652 -4.340 -6.046
O -3.013 -5.342 -6.511
H -0.903 -4.242 -7.573
H 0.113 -2.062 -6.698
H -2.846 -1.977 -3.276
H -4.206 -3.946 -4.486

Calculated values
ΔE to the lowest compared entry with this formula, charge and spin: 1035.4 kJ/mol
HOMO level: -5.40 eV
charge: -1
frontier orbital gap: 3.94 eV
electronic energy: -3306.41405 hartree

---

# 5
DFT (wB97M-V/def2-TZVPD) results for a molecular structure, C2HIO2.

Positions of all 6 atoms, in Å:
C -0.185 0.621 -0.269
C 1.635 1.346 -0.016
O -0.966 1.480 -0.220
O 1.866 2.455 0.136
I 3.015 -0.228 -0.013
H -0.164 -0.412 -0.445

Calculated values
ΔE to the lowest compared entry with this formula, charge and spin: 110.6 kJ/mol
HOMO level: -8.95 eV
charge: 0
frontier orbital gap: 8.66 eV
electronic energy: -524.91502 hartree

---

# 6
DFT (wB97M-V/def2-TZVPD) results for C4H7N in the gas phase.

Positions of all 12 atoms, in Å:
C -0.659 -1.172 0.780
C 0.111 0.081 0.448
C 0.241 1.064 1.336
C -0.143 0.070 -1.824
N 0.664 0.198 -0.858
H -1.089 -1.535 -0.155
H -1.346 -1.038 1.608
H -0.011 -2.014 1.052
H 0.751 1.972 1.040
H -0.133 1.039 2.348
H 0.272 -0.200 -2.791
H -1.193 0.344 -1.720

Calculated values
ΔE to the lowest compared entry with this formula, charge and spin: 154.8 kJ/mol
HOMO level: -8.66 eV
charge: 0
SMILES: C=NC(=C)C
frontier orbital gap: 9.55 eV
electronic energy: -211.30173 hartree

---

# 7
DFT (wB97M-V/def2-TZVPD) results for C4H4N4O3 in the gas phase.

Positions of all 15 atoms, in Å:
C 2.252 1.384 0.307
C 0.730 -0.116 -0.075
C 0.232 1.110 -0.222
C -0.322 -1.147 -0.427
N 1.150 2.045 0.089
N 2.019 0.021 0.298
N -1.372 -0.256 -0.616
N -2.580 -0.551 0.103
O -2.745 -1.717 0.245
O -3.175 0.380 0.545
O -1.135 1.133 -0.586
H 3.167 1.772 0.699
H -0.056 -1.572 -1.363
H -0.814 -1.934 0.183
H 2.649 -0.552 0.819

Calculated values
ΔE to the lowest compared entry with this formula, charge and spin: 527.5 kJ/mol
HOMO level: -8.83 eV
charge: 0
SMILES: O=[N+]([O-])N1Cc2[nH]cnc2O1
frontier orbital gap: 9.32 eV
electronic energy: -599.34227 hartree

---

# 8
DFT (wB97M-V/def2-TZVPD) results for C2H4N2O in the gas phase.

Positions of all 9 atoms, in Å:
C -0.360 0.373 0.046
N 0.336 0.689 1.173
C 0.646 -0.382 -0.865
N -1.624 0.148 0.021
O 0.265 -1.329 -1.542
H -0.228 0.547 2.009
H 1.278 0.106 1.088
H -1.840 -0.386 -0.834
H 1.527 0.235 -1.096

Calculated values
ΔE to the lowest compared entry with this formula, charge and spin: 158.0 kJ/mol
HOMO level: -9.71 eV
charge: 0
SMILES: [H]/N=C(/N)C=O
frontier orbital gap: 9.41 eV
electronic energy: -263.30309 hartree